No. 1
94
Properties=species:S:1:pos:R:3:lowdin_spin:R:1 method="wB97M-V/def2-TZVPD" homo_ev="-15.813 / -16.138" e_above_lowest_ev=0.0000 s2=6.05 molar_mass_g_mol=875.48 multiplicity=5 total_energy_ev=-92757.159 homo_lumo_gap_ev="7.78 / 4.94" charge=+3
Pd -0.10379 -0.18729 0.35241 1.5488
C 3.46376 -2.69140 -0.56983 0.1028
C 2.89685 -3.91140 -0.87573 -0.0091
C 1.51212 -4.02103 -0.89911 0.0985
C 0.72492 -2.90411 -0.60703 0.0362
N 1.31287 -1.71708 -0.28853 0.1842
C 2.62663 -1.61103 -0.27650 0.0313
C -0.72074 -2.90280 -0.68248 0.2547
C -1.48475 -4.06995 -0.93660 0.0256
C -2.82729 -3.95550 -1.14010 0.0995
C -3.45822 -2.68093 -1.09184 0.2019
C -2.73803 -1.52901 -0.81607 0.0503
C -1.38712 -1.62407 -0.55156 0.4413
H 4.53480 -2.55699 -0.55854 0.0051
H 3.51682 -4.76580 -1.10733 -0.0021
H 1.05311 -4.95921 -1.16450 0.0041
H 3.03376 -0.63410 -0.04020 0.0015
H -1.01820 -5.04110 -0.99760 -0.0003
H -3.42649 -4.82802 -1.35596 0.0030
H -4.52663 -2.62778 -1.25547 0.0094
H -3.25166 -0.57670 -0.77350 0.0030
N -0.56947 -0.51449 2.27116 0.3067
S -0.27966 0.31993 3.48200 0.0724
N -0.88573 1.82332 3.46742 0.0070
S -0.14110 3.15564 3.17705 0.0034
N 0.70053 3.31879 1.88138 0.0077
S 0.22014 3.00205 0.36889 0.0740
N 0.54821 1.62904 -0.16747 0.3215
C 1.11723 4.17282 -0.59166 0.0224
C 2.22791 4.82484 -0.07207 0.0081
C 2.94322 5.67173 -0.90518 0.0011
C 2.54968 5.84854 -2.22414 0.0079
C 1.44311 5.17794 -2.72959 0.0002
C 0.71889 4.32439 -1.91628 0.0075
C -1.46984 3.51565 0.25624 0.0065
C -2.45763 2.54127 0.23280 0.0071
C -3.78597 2.93757 0.17611 0.0008
C -4.10375 4.28772 0.12939 0.0005
C -3.10172 5.25175 0.15030 0.0001
C -1.77355 4.87198 0.21859 0.0009
C 0.98478 3.61578 4.45910 0.0011
C 2.31975 3.87802 4.19920 0.0000
C 3.13291 4.26173 5.25781 0.0000
C 2.60844 4.37795 6.53532 -0.0001
C 1.26587 4.10671 6.77800 0.0001
C 0.43946 3.72635 5.73641 0.0002
C -1.44858 4.33248 3.27700 0.0014
C -2.77005 3.93038 3.38249 0.0000
C -3.74603 4.91510 3.44588 0.0001
C -3.39336 6.25557 3.40249 -0.0002
C -2.05978 6.63652 3.28913 0.0001
C -1.07004 5.67185 3.22576 0.0002
C -1.08218 -0.40725 4.87319 0.0208
C -0.95648 -1.78676 5.00136 0.0044
C -1.52572 -2.40587 6.10086 0.0001
C -2.20851 -1.65496 7.04762 0.0024
C -2.33295 -0.28052 6.90296 0.0016
C -1.76637 0.35884 5.80895 0.0053
C 1.43793 0.43827 3.92244 0.0041
C 1.84732 0.39737 5.24918 0.0006
C 3.20425 0.46199 5.52904 0.0002
C 4.12775 0.55921 4.49765 0.0003
C 3.70378 0.60480 3.17610 0.0003
C 2.35203 0.54446 2.87912 0.0015
H 2.51666 4.68916 0.95698 0.0003
H 3.80569 6.19813 -0.52258 0.0001
H 3.10829 6.51694 -2.86416 0.0004
H 1.14560 5.31935 -3.75752 -0.0001
H -0.14073 3.79528 -2.30377 0.0003
H -2.19581 1.48440 0.25179 0.0060
H -4.57205 2.19691 0.15351 0.0001
H -5.13915 4.59195 0.06507 0.0001
H -3.35693 6.30027 0.10002 0.0001
H -0.98992 5.61688 0.22434 0.0000
H 2.71408 3.77719 3.20210 0.0000
H 4.17683 4.47461 5.07938 0.0000
H 3.24547 4.69349 7.34973 0.0000
H 0.86266 4.20794 7.77570 0.0000
H -0.61143 3.54618 5.91168 0.0000
H -3.02740 2.88185 3.41412 0.0000
H -4.78457 4.63076 3.53546 0.0000
H -4.16054 7.01293 3.46646 0.0000
H -1.79276 7.68333 3.26288 0.0000
H -0.02920 5.95662 3.14915 0.0000
H -0.42494 -2.35872 4.25377 0.0009
H -1.44005 -3.47603 6.21966 0.0000
H -2.65178 -2.14554 7.90201 0.0001
H -2.87699 0.29400 7.63808 0.0002
H -1.87039 1.42164 5.67924 0.0002
H 1.13120 0.29920 6.05037 0.0000
H 3.53999 0.41981 6.55454 0.0000
H 5.18378 0.59504 4.72466 0.0000
H 4.42944 0.68620 2.37930 0.0000
H 2.01001 0.59433 1.84832 0.0009


No. 2
52
Properties=species:S:1:pos:R:3:nbo_charge:R:1 method="wB97M-V/def2-TZVPD" homo_ev="-10.783 / -10.783" s2=0.76 molar_mass_g_mol=354.54 multiplicity=2 total_energy_ev=-47832.044 homo_lumo_gap_ev="7.14 / 1.88" charge=+1
C 0.26439 -0.54520 0.22311 -0.7422
C 0.34419 -0.01380 1.56083 0.2877
N 0.41527 0.42988 2.65767 -0.3397
H -0.12905 0.15488 -0.51391 0.2754
H -0.39952 -1.39753 0.36753 0.2071
H 1.28393 -0.84767 -0.01596 0.3062
C 1.80012 0.87962 -5.12020 -0.7353
C 0.83219 0.43003 -4.10423 0.3355
N 0.10523 0.15473 -3.24505 -0.4027
H 1.34963 1.78121 -5.53529 0.2676
H 1.87573 0.15927 -5.93475 0.2678
H 2.68992 1.33597 -4.68648 0.2700
C -2.41669 -4.47413 0.94714 -0.8020
S -2.75786 -3.58250 -0.63838 1.3569
O -2.88077 -2.12667 -0.30459 -0.4987
C -1.03407 -3.86532 -1.26703 -0.8136
H -1.66359 -3.97588 1.55762 0.2822
H -2.23018 -5.54079 0.82244 0.2822
H -3.28537 -4.44873 1.60505 0.2817
H -0.76108 -3.32345 -2.17254 0.2900
H -0.77869 -4.91694 -1.39726 0.2810
H -0.27309 -3.71097 -0.50207 0.2792
C 3.11533 2.32622 -0.78826 -0.8337
S 3.65125 1.14410 0.44930 1.2066
O 3.53539 -0.26989 -0.20316 -0.9962
C 5.42390 1.47113 0.34063 -0.8114
H 3.81140 3.15443 -0.92105 0.2454
H 2.10406 2.64827 -0.53984 0.2423
H 3.11334 1.77095 -1.72621 0.2424
H 5.50625 2.52117 0.62120 0.2237
H 5.84273 1.31548 -0.65358 0.2403
H 6.04384 0.98277 1.09247 0.2537
C -1.18324 2.22654 5.79854 -0.7299
C -0.33101 2.06368 7.06027 0.5868
O -0.68815 2.48342 8.19620 -0.5392
C 1.06826 1.52106 6.81337 -0.7337
H -1.96123 1.46416 5.83859 0.2365
H -0.65647 2.08017 4.85557 0.2305
H -1.72871 3.16967 5.76550 0.2427
H 1.13661 1.18648 5.77825 0.2171
H 1.31150 0.66218 7.43888 0.2396
H 1.93520 2.16934 6.94085 0.2494
C -3.04465 -0.39477 -4.87352 -0.7170
C -3.38191 0.69306 -3.85149 0.5930
O -3.42200 1.90539 -4.12887 -0.5040
C -3.63556 0.33771 -2.37117 -0.7211
H -2.80999 -1.31525 -4.33894 0.1994
H -2.11111 -0.10464 -5.35563 0.2491
H -3.73839 -0.61200 -5.68569 0.2571
H -2.83254 0.47510 -1.64701 0.2464
H -4.05326 -0.66146 -2.24754 0.1943
H -4.37147 1.02950 -1.96133 0.2537


No. 3
34
Properties=species:S:1:pos:R:3:lowdin_charge:R:1 method="wB97M-V/def2-TZVPD" homo_ev=-9.162 molar_mass_g_mol=438.13 total_energy_ev=-44825.765 homo_lumo_gap_ev=7.58 charge=0
In 0.00000 0.00000 0.00000 0.5166
O -2.45260 -1.25940 2.45190 -0.3769
S -1.06410 -1.48590 1.82770 0.7411
O -0.40230 -2.72750 2.45190 -0.3662
O -0.01050 -0.01470 2.01030 -0.4455
O -1.17040 -1.63450 0.01810 -0.4539
N 7.47100 -0.04600 -0.07490 0.1868
C 6.31080 -0.03600 -0.05880 -0.1533
C 4.87890 -0.02380 -0.03880 -0.1997
C 4.15950 -0.64120 -1.06070 0.0251
C 2.77850 -0.60200 -0.99610 -0.0835
N 2.09450 0.00000 0.00000 -0.0389
C 2.81620 0.59000 0.97650 -0.0635
C 4.19890 0.60560 1.00260 0.0258
H 4.65520 -1.14050 -1.88700 0.1338
H 2.16580 -1.06610 -1.76430 0.1032
H 2.23320 1.06430 1.76130 0.1225
H 4.72590 1.09620 1.81460 0.1340
N -4.76480 5.38040 0.87200 0.1640
C -3.73560 5.20940 0.00510 -0.4956
O -3.51060 6.09050 -0.81300 0.0530
C -2.87180 3.98290 0.01890 -0.0889
C -3.08380 2.86450 0.98720 0.0305
C -2.27840 1.78950 0.95310 -0.0447
N -1.21890 1.70230 0.00000 -0.0477
C -1.00340 2.64920 -0.85420 -0.0834
C -1.85720 3.85990 -0.86670 0.0434
H -5.33550 6.23800 0.83050 0.1341
H -5.01100 4.68350 1.58440 0.1031
H -3.87230 2.88450 1.72740 0.1086
H -2.43760 0.98020 1.65930 0.0943
H -0.19350 2.56790 -1.57280 0.1045
H -1.64600 4.63390 -1.59850 0.1236
H 0.00000 0.00000 -1.80800 -0.0064


No. 4
14
Properties=species:S:1:pos:R:3:nbo_charge:R:1 method="wB97M-V/def2-TZVPD" homo_ev=-8.327 e_above_lowest_ev=3.4657 smiles=Nc1ncn(O)c1N molar_mass_g_mol=114.11 total_energy_ev=-11213.311 homo_lumo_gap_ev=8.99 charge=0
N -1.14747 -1.08494 1.56193 -0.8294
C -0.88848 -0.25642 0.46258 0.2116
N -1.74220 0.59690 -0.19755 -0.4763
C -1.07147 1.09442 -1.24023 0.1280
N 0.24186 0.74339 -1.16308 -0.0434
O 1.35438 1.14015 -1.88531 -0.5281
C 0.35520 -0.19325 -0.15437 0.1649
N 1.69217 -0.86428 0.27385 -0.8276
H -2.16179 -1.24385 1.54789 0.3804
H -0.88892 -0.60693 2.43902 0.3701
H -1.45573 1.91057 -1.87522 0.2125
H 2.22843 0.89648 -1.40470 0.5096
H 1.60505 -1.75256 0.43029 0.3614
H 1.87897 -0.37968 1.20488 0.3662


No. 5
13
Properties=species:S:1:pos:R:3:nbo_charge:R:1 method="wB97M-V/def2-TZVPD" homo_ev=-9.136 e_above_lowest_ev=0.5569 smiles=CC(C)N molar_mass_g_mol=59.11 total_energy_ev=-4746.552 homo_lumo_gap_ev=10.38 charge=0
C 0.59138 1.24601 0.26393 -0.6105
C 0.06604 -0.20997 0.39085 -0.0408
C -1.44564 -0.08568 0.09163 -0.6371
N 0.70888 -0.95286 -0.68219 -0.8607
H 0.11726 1.86636 0.99293 0.2082
H 1.64721 1.16410 0.51442 0.1977
H 0.42999 1.54517 -0.76737 0.2155
H 0.18838 -0.61060 1.39956 0.1636
H -1.93865 -1.01587 -0.18948 0.2190
H -1.84968 0.72936 0.68494 0.2139
H -1.48363 0.39999 -0.90120 0.2043
H 0.61964 -1.95732 -0.66496 0.3664
H 1.66154 -0.65189 -0.80498 0.3606


No. 6
14
Properties=species:S:1:pos:R:3:nbo_charge:R:1 method="wB97M-V/def2-TZVPD" homo_ev=-16.024 e_above_lowest_ev=2.3898 molar_mass_g_mol=86.11 total_energy_ev=-7805.713 homo_lumo_gap_ev=10.60 charge=+1
C -3.01994 -1.55538 -0.33691 0.1747
C 0.57219 1.86119 0.22599 -0.5932
C 1.12839 -0.50302 -0.27406 0.5738
C 0.23089 0.38896 0.36370 -0.5763
N -2.02719 -1.18432 0.02550 -0.4265
O 1.61444 -1.55668 0.30577 -0.5475
H -4.05520 -1.86382 -0.70837 0.2793
H 1.30064 2.00078 -0.57013 0.2235
H 1.21671 2.15298 1.11162 0.2402
H -0.23227 2.55150 0.19431 0.2518
H -0.75249 0.23388 -0.26868 0.3730
H 1.62043 -0.44613 -1.30600 0.2094
H 0.15640 0.05801 1.37909 0.2726
H 2.24702 -2.13795 -0.14182 0.5450